Computed, not measured: a cluster of 19 separate species, C44H126O19 in total, with the ωB97M-V functional and the def2-TZVPD basis.

## Properties
E_LUMO   0.18 eV
Largest force on an atom   2.82 eV/A
Kohn-Sham gap   0.340 Ha
HOMO energy   -9.07 eV

Cartesian coordinates (Å):
C1 4.71743 4.82951 1.58864
C2 5.19367 6.25546 1.26922
C3 4.29486 7.31905 1.96380
O1 6.55493 6.42632 1.75166
H1 3.85876 4.54673 0.97969
H2 4.30945 4.75835 2.59690
H3 5.46754 4.04675 1.47587
H4 5.20574 6.37754 0.18614
H5 4.32517 7.21620 3.04852
H6 3.24128 7.16556 1.73031
H7 4.57177 8.30604 1.59331
H8 6.74399 7.36743 1.76466
C4 1.68079 4.64288 -1.39251
C5 0.83728 3.67641 -0.57261
C6 0.17500 4.29878 0.62914
O2 -0.01504 3.00208 -1.46995
H9 2.52539 4.93465 -0.76831
H10 1.12564 5.49763 -1.77893
H11 2.09222 4.06519 -2.22022
H12 1.47236 2.86781 -0.21075
H13 -0.73770 3.76499 0.89399
H14 -0.13751 5.33314 0.48582
H15 0.92448 4.26243 1.41975
H16 -0.58366 3.65925 -1.87789
C7 -2.40878 -0.00998 2.68706
C8 -1.94482 0.89170 3.85063
C9 -0.48275 1.24316 3.74046
O3 -2.68853 2.12255 3.85051
H17 -3.42620 -0.35762 2.86627
H18 -1.81546 -0.91453 2.55342
H19 -2.37397 0.56414 1.76118
H20 -2.08904 0.47024 4.84545
H21 -0.07936 1.81811 4.57402
H22 -0.34948 1.77266 2.79708
H23 0.08735 0.31417 3.73258
H24 -2.42370 2.57132 4.65678
C10 3.97582 -0.77525 -1.80894
C11 4.42145 0.47359 -2.55957
C12 3.80844 1.78692 -2.01969
O4 5.82562 0.49763 -2.37379
H25 2.89758 -0.65427 -1.70469
H26 4.32246 -0.78628 -0.77559
H27 4.11446 -1.75066 -2.27526
H28 4.14922 0.41252 -3.61326
H29 4.34559 2.67481 -2.35318
H30 3.76500 1.85966 -0.93299
H31 2.79824 1.89207 -2.41534
H32 6.12965 -0.35035 -2.70560
C13 -3.37500 3.13130 -2.46400
C14 -3.09138 4.58189 -2.85499
C15 -4.10654 5.54668 -2.30065
O5 -1.73836 4.92778 -2.42985
H33 -3.36301 3.02374 -1.37939
H34 -2.64700 2.43298 -2.87689
H35 -4.37232 2.84257 -2.79578
H36 -3.04825 4.75218 -3.93074
H37 -5.13204 5.42333 -2.64885
H38 -3.86727 6.55761 -2.63060
H39 -4.17959 5.52933 -1.21324
H40 -1.55172 5.82668 -2.71045
C16 3.03433 -0.53554 3.17381
C17 3.65135 0.33256 2.04931
C18 3.15633 1.73889 2.11184
O6 5.03499 0.34219 2.31137
H41 1.95781 -0.66783 3.06566
H42 3.18837 -0.23722 4.21081
H43 3.45834 -1.53868 3.12870
H44 3.43368 -0.10740 1.07609
H45 3.33242 2.07797 3.13268
H46 2.10080 1.87064 1.87395
H47 3.73620 2.27768 1.36246
H48 5.38655 1.00688 1.71455
C19 -3.62966 4.82719 1.65359
C20 -4.80514 3.84937 1.87593
O7 -4.33800 2.52555 1.64349
H49 -3.99192 5.84167 1.82006
H50 -3.18836 4.68297 0.66741
H51 -2.80522 4.60761 2.33196
H52 -5.49179 4.12269 1.07474
H53 -5.32799 3.98380 2.82285
H54 -3.87170 2.27244 2.44354
C21 -4.31935 -1.13716 -5.94217
C22 -4.33699 -1.00152 -4.46458
O8 -3.26901 -1.77561 -3.96321
H55 -5.14851 -0.56878 -6.36351
H56 -4.46318 -2.15590 -6.30214
H57 -3.39315 -0.70963 -6.32618
H58 -5.24257 -1.44990 -4.05594
H59 -4.19614 0.04754 -4.20433
H60 -2.42568 -1.31843 -4.00047
C23 -2.11679 -4.82474 -3.28681
C24 -3.00147 -4.64775 -2.06357
O9 -4.01055 -3.74533 -2.33198
H61 -1.47280 -5.70311 -3.24400
H62 -1.55582 -3.90484 -3.45174
H63 -2.73501 -5.02438 -4.16205
H64 -2.49842 -4.28647 -1.16662
H65 -3.30468 -5.65564 -1.78016
H66 -3.71247 -3.02795 -2.89600
C25 0.20844 -2.01360 -5.68458
C26 0.50614 -1.19886 -4.44224
O10 -0.62337 -0.55960 -3.90343
H67 -0.07437 -1.33687 -6.49090
H68 -0.57656 -2.71983 -5.41418
H69 1.13515 -2.51534 -5.96308
H70 1.25799 -0.44023 -4.65974
H71 0.94744 -1.89681 -3.73074
H72 -0.42776 -0.46335 -2.96852
C27 3.95399 -3.38505 5.99639
C28 5.37922 -3.46147 5.47382
O11 6.19419 -3.08583 6.59184
H73 3.19070 -3.69359 5.28204
H74 3.69725 -2.38050 6.33263
H75 3.87023 -4.02811 6.87249
H76 5.63425 -2.85138 4.60729
H77 5.54428 -4.49037 5.15412
H78 6.16770 -2.12802 6.65082
C29 3.55772 -4.18158 0.17327
C30 3.50155 -4.72497 1.59339
O12 2.20919 -5.14091 1.77896
H79 4.57260 -4.05072 -0.20223
H80 3.16411 -3.16514 0.17753
H81 3.03853 -4.87267 -0.49076
H82 3.73157 -3.95379 2.32856
H83 4.15933 -5.57801 1.75996
H84 2.08398 -6.06604 1.55524
C31 0.51761 -1.60908 6.05269
C32 0.15255 -1.25022 7.43265
O13 1.36371 -1.04105 8.21814
H85 0.96626 -0.74985 5.55417
H86 -0.30057 -1.93440 5.41015
H87 1.27903 -2.38666 5.99188
H88 -0.42794 -2.07924 7.83745
H89 -0.50575 -0.38148 7.42861
H90 1.12757 -0.56070 9.01508
C33 -6.48532 0.43745 -2.20281
C34 -5.86463 0.72502 -0.80270
O14 -6.15150 2.04293 -0.41866
H91 -7.48238 0.86380 -2.31325
H92 -6.61901 -0.61251 -2.46321
H93 -5.97572 1.02493 -2.96653
H94 -4.77656 0.70310 -0.86387
H95 -6.23920 0.06278 -0.02217
H96 -5.71436 2.12657 0.43193
C35 -1.34716 -5.67931 3.42716
C36 -0.67859 -4.34663 3.77270
O15 -0.14012 -3.88586 2.57434
H97 -1.99705 -5.74159 2.55431
H98 -1.99907 -5.94291 4.26001
H99 -0.67038 -6.53011 3.34832
H100 0.12719 -4.47637 4.49519
H101 -1.44462 -3.64621 4.10543
H102 0.66712 -4.34727 2.33544
C37 -0.24857 2.88030 -5.02746
C38 -0.26624 2.10568 -6.31893
O16 -1.38952 1.20962 -6.20893
H103 0.74371 3.31716 -4.91507
H104 -0.25801 2.14212 -4.22552
H105 -1.06512 3.59143 -4.90237
H106 0.62682 1.51499 -6.52301
H107 -0.38122 2.76599 -7.17851
H108 -1.16416 0.44849 -5.66903
C39 -4.15551 -3.30564 1.35816
C40 -4.25558 -2.08859 0.40628
O17 -5.39557 -2.30691 -0.40361
H109 -4.11120 -4.25604 0.82630
H110 -4.89395 -3.27685 2.15940
H111 -3.23560 -3.28839 1.94260
H112 -3.34002 -2.02747 -0.18202
H113 -4.37651 -1.13768 0.92518
H114 -5.02091 -2.75000 -1.16840
C41 3.09128 -4.45826 -3.42567
C42 1.68196 -5.04976 -3.40267
O18 1.67441 -6.43562 -3.62336
H115 2.95514 -3.39219 -3.24386
H116 3.54583 -4.55594 -4.41154
H117 3.79732 -4.89647 -2.72028
H118 0.99511 -4.57216 -4.10141
H119 1.19915 -4.82956 -2.45057
H120 2.34002 -6.77988 -3.02332
C43 0.41782 -1.42644 0.39378
C44 0.35813 0.05835 0.12829
O19 -0.26667 0.24159 -1.10424
H121 0.86011 -1.96459 -0.44460
H122 -0.56787 -1.87745 0.50829
H123 1.03579 -1.67457 1.25671
H124 1.33825 0.50359 -0.04267
H125 -0.20650 0.66039 0.84022
H126 -0.19544 1.16235 -1.36639

Atomic partial charges in e from the Mulliken method, atoms 1 to 8: C -0.36; C 0.45; C -1.36; O -0.56; H -0.40; H 0.32; H 0.37; H 0.21

=====

Computed, not measured: a structure of composition C44H30Cl6F3GeN5O8SSbSeTi, with the ωB97M-V functional and the def2-TZVPD basis.

## Properties
E_LUMO (alpha / beta)   3.14 / 2.89 eV
Largest force on an atom   1.55 eV/A
Total charge   -2
Spin multiplicity   2
Kohn-Sham gap (alpha / beta)   0.207 / 0.212 Ha
HOMO energy (alpha / beta)   -2.50 / -2.88 eV

Cartesian coordinates (Å):
Ti1 -0.97970 0.23823 -0.51269
O1 2.26661 -3.67780 -3.31403
C1 1.87754 -2.82464 -4.24627
O2 1.97331 -3.09298 -5.41966
C2 1.29869 -1.52326 -3.79518
C3 0.93672 -0.49024 -4.63782
Cl1 0.99184 -0.46774 -6.33581
N1 0.41760 0.51696 -3.89499
N2 0.40574 0.18220 -2.59690
C4 0.94146 -1.02537 -2.52882
C5 1.00086 -1.67415 -1.19417
O3 1.57190 -2.72774 -1.00119
O4 0.37194 -1.02065 -0.24745
C6 -0.04498 1.80756 -4.30765
C7 0.56274 2.47813 -5.36016
C8 0.07462 3.71435 -5.75205
C9 -1.00059 4.29030 -5.09405
C10 -1.57311 3.62854 -4.01889
C11 -1.09558 2.39138 -3.61926
H1 2.10389 -3.33568 -2.39305
H2 1.43632 2.07415 -5.84290
H3 0.55458 4.23198 -6.57252
H4 -1.37985 5.25498 -5.40592
H5 -2.40655 4.06785 -3.48703
H6 -1.55665 1.87510 -2.79366
Cl2 3.13370 3.51735 -0.42192
Ge1 3.03004 1.22775 -0.57594
Cl3 3.99168 1.01750 -2.87092
Cl4 5.01617 0.85158 0.60591
O5 1.41962 0.94562 1.67770
S1 0.22629 1.65739 1.29770
O6 -0.04017 2.88254 1.98168
O7 0.15385 1.81320 -0.25186
O8 -1.00370 0.69821 1.39868
Se1 -4.64362 -1.28573 0.64334
N3 -5.71482 0.14761 0.38556
C12 -4.94061 1.16382 0.00771
C13 -5.29667 2.49123 -0.28784
C14 -4.28554 3.38216 -0.66444
C15 -2.96976 2.96752 -0.79653
N4 -2.60317 1.69569 -0.56636
C16 -3.54158 0.84793 -0.11456
N5 -3.14670 -0.36464 0.20076
H7 -6.32840 2.80668 -0.20711
H8 -4.52306 4.41808 -0.86731
H9 -2.17755 3.64794 -1.08145
F1 -5.61927 -3.52081 -8.10445
C17 -5.84604 -2.26861 -7.65603
F2 -5.57342 -1.44596 -8.69587
F3 -7.17228 -2.16873 -7.43600
C18 -5.03410 -1.94152 -6.44261
C19 -5.56801 -1.15239 -5.43276
C20 -4.79738 -0.83045 -4.32957
C21 -3.48231 -1.29220 -4.22367
C22 -2.95577 -2.08354 -5.25051
C23 -3.72748 -2.40665 -6.35086
C24 -2.69156 -0.95046 -3.08335
C25 -2.01571 -0.66262 -2.11452
H10 -6.58840 -0.80072 -5.50238
H11 -5.20573 -0.22268 -3.53269
H12 -1.93576 -2.43727 -5.17363
H13 -3.31497 -3.02288 -7.13904
C26 0.02702 -4.45603 7.46596
C27 0.99221 -4.74971 6.51340
C28 1.05727 -4.02277 5.33049
C29 0.15783 -2.99062 5.06361
C30 -0.77655 -2.68139 6.05507
C31 -0.85309 -3.40841 7.23642
Sb1 0.16194 -1.82445 3.20883
C32 -1.42537 -3.07265 2.38741
C33 -1.37724 -3.50670 1.06221
C34 -2.39529 -4.28066 0.51858
C35 -3.47736 -4.66017 1.30102
C36 -3.53282 -4.25142 2.62618
C37 -2.52282 -3.45760 3.15598
C38 1.73024 -2.97997 2.31565
C39 2.87883 -2.27165 1.96375
C40 3.94670 -2.90829 1.34242
C41 3.87522 -4.26630 1.07400
C42 2.73751 -4.98470 1.42568
C43 1.67078 -4.34457 2.03974
H14 -0.03209 -5.03150 8.38236
H15 1.70295 -5.54919 6.68976
H16 1.82422 -4.27034 4.60755
H17 -1.45581 -1.84800 5.91324
H18 -1.59849 -3.15009 7.98011
H19 -0.51443 -3.27767 0.45009
H20 -2.33508 -4.58963 -0.51831
H21 -4.27185 -5.26484 0.88022
H22 -4.36638 -4.54843 3.25250
H23 -2.59277 -3.15578 4.19457
H24 2.93743 -1.20019 2.12934
H25 4.80969 -2.32454 1.04614
H26 4.69563 -4.76453 0.57091
H27 2.67430 -6.04389 1.20250
H28 0.77964 -4.91084 2.28872
Cl5 -0.32770 1.16053 5.23577
C44 -1.92759 1.44887 4.53459
Cl6 -2.81964 -0.04865 4.17342
H29 -1.78438 1.98703 3.60358
H30 -2.51272 2.00646 5.25470

Atomic partial charges in e from the Mulliken method, atoms 1 to 8: Ti -1.27; O -0.62; C 0.34; O -0.65; C 0.09; C -0.09; Cl -0.17; N 0.29

=====

Computed, not measured: a structure of composition C44H30N10RuS3, with the ωB97M-V functional and the def2-TZVPD basis.

## Properties
E_LUMO (alpha / beta)   1.08 / 0.11 eV
Largest force on an atom   1.29 eV/A
Total charge   -1
Spin multiplicity   2
Kohn-Sham gap (alpha / beta)   0.202 / 0.168 Ha
HOMO energy (alpha / beta)   -4.40 / -4.45 eV

Cartesian coordinates (Å):
Ru1 -0.96842 0.52989 0.44396
C1 -3.02051 -1.46561 6.16455
C2 -1.74482 -1.08501 6.59495
C3 -0.75299 -0.74642 5.69139
C4 -1.05702 -0.79681 4.33795
C5 -0.30643 -0.46575 3.14701
N1 0.97209 -0.14617 3.09137
C6 1.54161 0.35359 2.00536
C7 2.95142 0.31980 1.68481
C8 4.04470 -0.27657 2.29802
C9 5.26510 -0.23391 1.64820
C10 5.39515 0.38853 0.40362
C11 4.31629 1.00110 -0.20885
C12 3.09306 0.97779 0.44314
C13 1.77314 1.43768 0.06655
N2 1.49847 2.21024 -0.96989
C14 0.29343 2.40156 -1.46498
N3 -0.79964 1.62535 -1.19949
C15 -1.82610 1.96937 -2.02494
N4 -2.94921 1.29233 -2.16556
C16 -3.30000 0.28689 -1.37901
N5 -2.80278 0.03103 -0.13747
C17 -3.45946 -1.03591 0.41369
N6 -3.33251 -1.43317 1.66411
C18 -2.34069 -1.08397 2.46244
N7 -1.11660 -0.63239 2.05360
C19 -2.34312 -1.19021 3.90410
C20 -3.33297 -1.52271 4.81842
C21 -4.40917 -1.54552 -0.55279
C22 -5.24089 -2.65547 -0.56784
C23 -5.97018 -2.90461 -1.71675
C24 -5.89173 -2.05680 -2.82382
C25 -5.07668 -0.93950 -2.81390
C26 -4.32306 -0.69418 -1.67584
C27 -1.41345 3.11014 -2.82022
C28 -2.06185 3.88681 -3.76818
C29 -1.36853 4.93914 -4.34029
C30 -0.04930 5.21866 -3.97526
C31 0.61174 4.44328 -3.03902
C32 -0.07362 3.38349 -2.46457
N8 0.88074 1.03247 1.01977
H1 -3.77397 -1.71006 6.90331
H2 -1.53855 -1.05230 7.65751
H3 0.23136 -0.44476 6.02317
H4 3.93172 -0.77751 3.24946
H5 6.12906 -0.71018 2.09353
H6 6.35785 0.37859 -0.08994
H7 4.40958 1.46595 -1.18023
H8 -4.32004 -1.80401 4.47790
H9 -5.29376 -3.31247 0.28864
H10 -6.60179 -3.78093 -1.76767
H11 -6.46893 -2.29435 -3.70746
H12 -5.00311 -0.28233 -3.66884
H13 -3.08438 3.67766 -4.04926
H14 -1.85163 5.55700 -5.08663
H15 0.45879 6.05721 -4.43383
H16 1.63182 4.65439 -2.74907
C33 -2.09588 4.53677 0.69351
C34 -1.12429 3.52270 1.30098
C35 -0.48418 4.04285 2.58963
C36 -1.80483 2.16070 1.51455
H17 -1.58544 5.47798 0.48068
H18 -2.92803 4.74509 1.36802
H19 -2.49936 4.14412 -0.24060
H20 -0.30469 3.42311 0.58622
H21 -1.23662 4.32669 3.32817
H22 0.13622 4.91729 2.38156
H23 0.15045 3.26652 3.02021
H24 -2.86117 2.22903 1.22786
H25 -1.78245 1.90386 2.58272
S1 2.01543 -6.49700 -1.77392
C37 1.76439 -4.86561 -1.73635
S2 0.22576 -4.10497 -1.40915
C38 1.01101 -2.49560 -1.49142
N9 2.27387 -2.59337 -1.71711
N10 2.68918 -3.88221 -1.87746
C39 4.05824 -4.07568 -2.18180
C40 4.99780 -3.32693 -1.48321
C41 6.34432 -3.49243 -1.75890
C42 6.75339 -4.39077 -2.73312
C43 5.80884 -5.11780 -3.44141
C44 4.45996 -4.95939 -3.17584
S3 0.11375 -1.06020 -1.42489
H26 4.65836 -2.62046 -0.73794
H27 7.07934 -2.92203 -1.20563
H28 7.80545 -4.51707 -2.95093
H29 6.11949 -5.81247 -4.20998
H30 3.72240 -5.51308 -3.73342

Atomic partial charges in e from the Mulliken method, atoms 1 to 8: Ru -0.74; C -0.56; C -0.58; C -0.29; C 0.44; C -0.21; N -0.65; C -0.51

=====

no.,molecular weight (g mol⁻¹)
1,959.473
2,1379.727
3,896.065